{
  "formula": "C4H4N4O3",
  "method": "wB97M-V/def2-TZVPD",
  "charge": 0,
  "e_homo_ha": -0.334,
  "e_above_lowest_kj_mol": 517.8,
  "energy_ha": -599.34595,
  "gap_ev": 7.832,
  "symbols": ["C", "C", "C", "C", "N", "N", "N", "N", "O", "O", "O", "H", "H", "H", "H"],
  "xyz": [[-0.14341, 0.85951, 2.24177], [0.28267, -0.27636, 1.51306], [-0.34890, -0.07441, 0.14772], [0.65397, -1.02264, -1.80233], [-0.86148, 1.64484, 1.52009], [-0.17886, -0.84641, -2.62783], [-0.98900, 1.04124, 0.34330], [0.94075, -1.34210, 2.00781], [1.12608, -1.54731, 3.18101], [1.21403, -2.30576, 1.13435], [1.65008, -1.33659, -1.28797], [0.41468, 1.05950, 3.14957], [-0.94794, -1.09610, -3.10268], [-1.53627, 1.58543, -0.24696], [1.18248, -1.88373, 0.19822]],
  "atomic_forces_ev_per_a": [[1.960, -0.297, 1.103], [-1.723, 1.317, -2.409], [1.330, -2.217, 1.090], [-2.383, -0.344, -2.421], [0.138, 1.514, 2.820], [3.133, 1.346, 1.295], [0.670, -0.930, 0.119], [-1.680, 0.311, -0.208], [0.599, -0.107, -0.527], [0.622, -0.085, -0.576], [1.921, -0.255, 1.620], [-1.071, 0.666, 0.410], [-2.842, -0.903, -1.408], [-0.941, 0.375, -1.821], [0.269, -0.389, 0.910]]
}

{
  "formula": "C38H45BF12O11",
  "method": "wB97M-V/def2-TZVPD",
  "charge": 0,
  "e_homo_ha": -0.339,
  "energy_ha": -3525.09868,
  "gap_ev": 7.135,
  "symbols": ["C", "C", "C", "C", "C", "C", "C", "C", "C", "C", "C", "B", "O", "O", "C", "C", "C", "C", "O", "C", "C", "C", "C", "C", "O", "C", "C", "F", "F", "F", "C", "C", "C", "C", "O", "H", "H", "H", "H", "H", "H", "H", "H", "H", "H", "H", "H", "H", "H", "H", "H", "H", "H", "H", "H", "H", "H", "H", "H", "H", "H", "H", "H", "H", "H", "C", "C", "O", "C", "O", "C", "F", "F", "F", "H", "H", "H", "H", "H", "C", "C", "O", "C", "O", "C", "F", "F", "F", "H", "H", "H", "H", "H", "C", "C", "O", "C", "O", "C", "F", "F", "F", "H", "H", "H", "H", "H"],
  "xyz": [[-5.33197, 5.78265, 1.87661], [-4.58279, 4.67823, 2.85509], [-5.57707, 3.36449, 2.98563], [-4.89390, 1.96675, 2.45766], [-5.59479, 1.39432, 1.05421], [-5.15624, 2.26707, -0.28044], [-3.86806, 1.56709, -1.07776], [-2.48501, 2.33850, -0.65314], [-2.39831, 3.95787, -1.05915], [-1.06722, 4.83412, -0.67410], [0.19773, 4.12496, 0.14951], [1.46977, 5.10117, 0.51366], [2.90585, 4.79942, 0.17693], [1.26693, 6.43111, 1.19040], [0.18363, 6.35088, 2.18246], [0.16149, 2.53586, 0.55059], [-1.19758, 1.65770, 0.12758], [-1.19887, 0.04742, 0.52543], [-1.75288, -0.92666, -0.20085], [-0.40864, -0.43591, 1.91530], [-0.84650, -1.71989, 2.83772], [0.01494, -2.18232, 4.19452], [-0.50936, -3.51291, 5.00268], [0.58468, -4.74664, 4.73959], [-0.09197, -6.04247, 4.42844], [-0.13413, -6.26731, 2.96402], [-1.44753, -7.23770, 2.60751], [-1.02721, -8.59173, 2.13449], [-2.27391, -6.64574, 1.49082], [-2.35330, -7.40822, 3.78089], [1.35262, -1.28761, 4.59774], [1.79398, 0.02000, 3.66287], [0.92085, 0.45476, 2.31627], [1.35889, 1.73196, 1.32954], [2.67104, 1.95906, 1.23273], [-4.60870, 6.60389, 1.45828], [-6.16535, 6.36825, 2.49698], [-5.84057, 5.17494, 1.00443], [-3.51884, 4.39976, 2.45230], [-4.41578, 5.20097, 3.91244], [-5.78772, 3.23977, 4.15025], [-6.62709, 3.59741, 2.49630], [-5.08997, 1.13226, 3.28053], [-3.72647, 2.06778, 2.37465], [-5.25654, 0.26147, 0.96947], [-6.75718, 1.44063, 1.18769], [-6.05523, 2.43351, -1.04143], [-4.87357, 3.35311, 0.11979], [-4.03910, 1.79499, -2.23014], [-3.90397, 0.42613, -0.81333], [-3.29838, 4.45288, -1.64172], [-1.02987, 5.98349, -0.98356], [2.93052, 4.01142, -0.44504], [0.34681, 5.40899, 2.86902], [-0.90499, 6.33753, 1.69287], [0.22817, 7.37092, 2.80126], [-1.77309, -2.36214, 2.52022], [-0.66133, -3.36475, 6.15446], [-1.52137, -3.87968, 4.49354], [1.36120, -4.45086, 3.88799], [1.21693, -4.96031, 5.72470], [0.80485, -6.82732, 2.53998], [-0.24879, -5.24706, 2.35497], [1.98210, -1.62258, 5.53205], [2.74216, 0.64337, 3.94790], [5.62395, 1.49878, 0.15294], [7.03132, 1.70470, 0.68156], [7.93400, 2.02125, -0.38983], [7.92858, 3.32437, -0.81719], [7.20640, 4.19748, -0.34194], [8.96333, 3.53325, -1.92135], [8.92706, 2.55354, -2.86980], [10.23779, 3.54301, -1.43448], [8.80200, 4.71063, -2.58842], [5.61651, 0.74188, -0.63804], [4.95165, 1.18098, 0.95496], [5.22720, 2.41972, -0.28519], [7.39091, 0.77468, 1.13505], [7.06403, 2.47552, 1.45958], [-1.15828, -1.28247, -3.12788], [-0.47580, -0.23592, -3.98898], [-0.33539, -0.70379, -5.33964], [-1.44890, -0.59725, -6.13307], [-2.52235, -0.13981, -5.74811], [-1.14911, -1.08355, -7.54981], [-0.46659, -2.26445, -7.56829], [-0.38568, -0.19312, -8.24673], [-2.27282, -1.28531, -8.29399], [-0.62537, -2.23701, -3.18689], [-1.19531, -0.96038, -2.08331], [-2.18159, -1.46863, -3.46799], [0.53551, -0.05365, -3.60961], [-1.00714, 0.72192, -3.96137], [1.24312, -7.75879, -3.96572], [2.50636, -6.91932, -4.01082], [2.19684, -5.52780, -3.83548], [1.99515, -5.11347, -2.54380], [2.06105, -5.85751, -1.56821], [1.72322, -3.61103, -2.49649], [0.82475, -3.20808, -3.44047], [2.85384, -2.87833, -2.71157], [1.22349, -3.19638, -1.29834], [0.51377, -7.39682, -4.69760], [1.46768, -8.80812, -4.17722], [0.76367, -7.69971, -2.98382], [2.97575, -7.01829, -4.99559], [3.24139, -7.25172, -3.26934]],
  "atomic_forces_ev_per_a": [[-0.058, -0.074, 0.446], [-0.636, 0.864, 0.005], [0.553, 0.197, 1.284], [-0.883, -0.630, 0.097], [0.584, 0.182, 0.437], [-0.029, 0.417, 0.508], [-0.308, 1.264, 0.359], [2.926, 1.707, 0.640], [3.644, -1.377, 2.006], [-1.212, -4.150, 0.792], [-2.724, -2.402, -0.992], [2.650, 1.693, 0.288], [-4.417, -0.271, -0.343], [-0.752, -4.033, -0.808], [-0.868, 1.031, 0.676], [-2.903, 1.472, -1.870], [-0.113, 2.085, -0.489], [-1.463, -3.772, -1.611], [2.717, 6.018, 4.402], [2.129, 0.067, 2.422], [3.059, 1.823, 0.719], [0.731, 3.343, -2.340], [0.503, -0.336, -1.326], [0.780, 0.092, 0.552], [0.887, 1.419, -2.246], [-0.689, 0.022, -0.523], [-1.497, -0.752, -0.276], [-1.542, 4.358, 1.606], [2.583, -2.014, 3.624], [2.917, 0.381, -4.135], [-2.486, 0.812, -3.525], [-2.994, -2.125, -1.116], [-1.376, -2.595, 1.796], [4.391, -0.402, 0.503], [-7.880, -0.749, 0.306], [-1.287, -1.688, 0.702], [1.698, -1.451, -1.409], [0.985, 1.504, 1.602], [-2.088, 0.389, 0.586], [-0.365, -1.271, -2.240], [0.347, 0.154, -2.499], [2.235, -0.597, 0.779], [0.414, 1.730, -1.733], [-2.262, -0.090, -0.060], [-0.834, 2.321, -0.106], [2.212, -0.161, -0.209], [1.900, -0.643, 1.675], [-0.458, -2.301, -0.998], [0.591, -0.812, 2.406], [0.551, 2.296, -0.805], [2.089, -1.164, 1.368], [0.063, -2.829, 0.855], [-0.043, 1.231, 1.318], [-0.538, 2.001, -1.187], [2.412, -0.226, 0.941], [0.060, -2.453, -1.193], [1.972, 1.464, 0.640], [0.296, -0.056, -2.367], [2.133, 0.958, 1.225], [-1.786, -0.617, 1.734], [-1.467, 0.487, -2.128], [-1.754, 0.950, 1.043], [-0.018, -2.272, 1.366], [-1.333, 0.948, -2.102], [-2.077, -1.357, -0.645], [-0.081, 0.117, -0.236], [-0.642, -0.227, 0.490], [0.647, 1.684, -0.912], [-2.275, 0.032, 2.477], [2.017, -1.773, -1.523], [1.603, 0.478, -2.018], [-0.285, 0.640, 1.014], [-1.202, -0.074, 0.045], [-0.225, -1.108, 1.015], [0.068, -0.025, 0.187], [0.134, 0.079, -0.136], [0.053, -0.071, 0.227], [0.220, 0.200, -0.330], [0.037, 0.039, -0.328], [-0.261, -0.246, -0.190], [-0.188, 0.020, 0.945], [-1.204, 0.089, -1.888], [-0.834, 1.234, 3.017], [2.310, -1.139, -1.463], [0.339, -0.961, -2.382], [-0.587, 0.998, 0.434], [-0.623, -0.435, 0.938], [0.859, 0.377, 1.151], [-0.658, 0.875, 0.141], [0.019, -0.045, -0.446], [0.035, 0.226, 0.081], [-0.046, -0.122, -0.415], [-0.017, -0.208, -0.228], [-0.314, 0.111, 0.204], [0.075, -0.848, -0.160], [-0.213, 1.256, 1.659], [0.697, -3.251, 0.230], [-0.270, 2.229, -1.973], [-0.475, 2.481, 0.301], [1.549, -1.351, 0.472], [-0.716, -1.013, 0.133], [0.550, -0.911, -1.061], [0.196, -0.089, -0.016], [0.021, 0.159, 0.003], [0.167, -0.071, -0.089], [-0.121, 0.398, 0.180], [-0.230, 0.236, 0.026]]
}

{
  "formula": "C40H28F9O2P2PtS",
  "method": "wB97M-V/def2-TZVPD",
  "charge": 1,
  "e_homo_ha": [-0.379, -0.379],
  "energy_ha": -3790.41325,
  "gap_ev": [5.957, 5.956],
  "symbols": ["Pt", "O", "S", "C", "C", "C", "C", "C", "C", "P", "C", "C", "C", "C", "C", "C", "C", "C", "C", "C", "C", "C", "C", "C", "C", "C", "C", "C", "P", "C", "C", "C", "C", "C", "C", "C", "C", "C", "C", "C", "C", "H", "H", "H", "H", "H", "H", "H", "H", "H", "H", "H", "H", "H", "H", "H", "H", "H", "H", "H", "H", "H", "H", "H", "H", "H", "H", "H", "H", "F", "C", "F", "F", "C", "O", "C", "F", "F", "F", "C", "F", "F", "F"],
  "xyz": [[0.79336, -0.22074, 0.62908], [3.68987, -0.52973, -0.70346], [2.31535, -0.19317, -1.00545], [1.77877, -1.29525, -2.31847], [2.56695, -1.42425, -3.45715], [2.26446, -2.41849, -4.36989], [1.21743, -3.30269, -4.12375], [0.45941, -3.18342, -2.97291], [0.72842, -2.16123, -2.06642], [-0.21568, -1.95379, -0.53800], [-1.91362, -1.54800, -0.97790], [-2.81808, -1.42936, 0.08029], [-4.16278, -1.22819, -0.17814], [-4.60717, -1.11120, -1.49001], [-3.70697, -1.20068, -2.54129], [-2.36193, -1.43472, -2.28988], [-0.25729, -3.63622, 0.14910], [0.97099, -4.18194, 0.52035], [1.03943, -5.47049, 1.01857], [-0.12086, -6.22287, 1.15468], [-1.34332, -5.68675, 0.78426], [-1.41596, -4.39598, 0.27714], [2.31335, 1.44257, -1.74381], [3.38550, 1.79507, -2.55560], [3.43393, 3.07629, -3.07601], [2.44535, 4.00185, -2.75533], [1.41678, 3.65478, -1.89602], [1.34518, 2.36292, -1.37962], [0.15226, 1.91767, -0.08943], [0.40630, 3.19796, 1.16584], [1.62363, 3.15788, 1.84599], [1.91939, 4.11405, 2.80051], [0.99838, 5.11330, 3.08804], [-0.21278, 5.15821, 2.41469], [-0.51199, 4.20458, 1.45151], [-1.49649, 2.14590, -0.77177], [-2.57793, 2.11159, 0.11133], [-3.85185, 2.40772, -0.34250], [-4.05927, 2.71513, -1.68147], [-2.99351, 2.71374, -2.56913], [-1.71158, 2.43708, -2.11719], [3.41497, -0.77355, -3.62172], [2.86181, -2.52375, -5.26550], [1.00952, -4.10065, -4.82436], [-0.33746, -3.88790, -2.76650], [-2.47250, -1.51169, 1.10651], [-4.86373, -1.15191, 0.64296], [-5.65759, -0.94593, -1.69154], [-4.05220, -1.10207, -3.56226], [-1.67142, -1.52120, -3.11947], [1.87962, -3.59463, 0.42865], [1.99532, -5.88424, 1.31135], [-0.06949, -7.22801, 1.55224], [-2.24766, -6.27231, 0.88560], [-2.37703, -3.99138, -0.01317], [4.18533, 1.09022, -2.74064], [4.25909, 3.36453, -3.71290], [2.50196, 5.00906, -3.14637], [0.68645, 4.39554, -1.59426], [2.34231, 2.36962, 1.64242], [2.86021, 4.06749, 3.33337], [1.22477, 5.85462, 3.84338], [-0.93000, 5.93789, 2.63654], [-1.45687, 4.25767, 0.92663], [-2.42316, 1.86446, 1.15659], [-4.68517, 2.39118, 0.34793], [-5.05528, 2.95144, -2.03347], [-3.15662, 2.93670, -3.61556], [-0.88585, 2.44546, -2.81727], [-0.40296, -2.25323, 3.19814], [0.79665, -1.93805, 3.69616], [1.71688, -2.51647, 2.90608], [0.89983, -2.48475, 4.90773], [1.00049, -0.39431, 3.70951], [0.48635, 0.20092, 2.60047], [0.23526, 0.21064, 4.93114], [0.88307, 0.01321, 6.08276], [-0.97797, -0.34749, 5.03192], [0.06353, 1.52119, 4.77052], [2.52107, -0.07326, 3.83379], [2.70878, 1.20234, 4.19038], [3.13866, -0.84758, 4.72527], [3.12559, -0.23900, 2.64621]],
  "atomic_forces_ev_per_a": [[1.158, 0.037, -0.897], [0.008, -0.107, 0.539], [-1.621, 0.325, -0.793], [0.325, -0.108, 0.014], [0.014, 0.086, 0.005], [-0.023, -0.023, -0.015], [0.066, -0.002, -0.016], [-0.086, 0.041, -0.048], [-0.106, 0.214, -0.030], [0.436, -0.980, 1.161], [-0.034, -0.037, 0.101], [-0.007, 0.014, 0.039], [-0.010, 0.067, -0.024], [0.026, 0.013, 0.017], [-0.020, -0.024, 0.012], [0.050, 0.104, -0.019], [-0.096, -0.074, -0.305], [0.052, -0.002, 0.015], [0.008, 0.023, -0.006], [-0.001, -0.027, 0.012], [-0.032, -0.005, 0.014], [0.001, 0.038, -0.029], [0.252, -0.005, 0.121], [0.007, -0.091, -0.040], [-0.007, 0.017, -0.008], [0.018, -0.013, 0.012], [0.020, -0.013, -0.086], [-0.138, -0.004, -0.082], [0.638, 0.570, 0.759], [-0.082, 0.149, -0.131], [-0.002, -0.055, 0.056], [0.012, -0.002, -0.009], [-0.008, 0.012, 0.015], [-0.006, 0.012, 0.015], [0.021, 0.027, -0.048], [-0.052, 0.070, 0.058], [-0.016, -0.074, 0.014], [-0.015, -0.065, -0.032], [0.001, -0.006, 0.004], [-0.024, -0.003, -0.001], [0.028, -0.094, -0.009], [-0.023, -0.038, -0.007], [0.006, 0.000, 0.015], [-0.002, 0.020, 0.001], [0.003, 0.009, 0.011], [0.018, -0.005, -0.017], [0.010, -0.009, -0.003], [0.005, -0.002, 0.001], [0.004, -0.007, 0.009], [0.003, 0.005, 0.017], [-0.030, 0.011, 0.027], [-0.007, 0.002, -0.008], [0.001, 0.010, -0.002], [0.010, 0.004, 0.010], [0.016, -0.008, -0.017], [-0.005, 0.037, -0.007], [0.004, -0.002, 0.007], [0.003, -0.012, 0.001], [-0.014, -0.011, 0.003], [-0.062, -0.016, 0.011], [-0.018, 0.007, -0.017], [-0.006, -0.010, -0.009], [0.012, -0.016, 0.001], [0.016, -0.004, -0.001], [0.023, 0.021, -0.011], [0.012, 0.011, -0.005], [0.012, -0.010, 0.004], [0.004, 0.009, 0.015], [0.009, 0.028, 0.011], [-0.006, 0.033, -0.011], [0.082, -0.072, 0.078], [0.032, -0.035, -0.001], [-0.017, 0.026, -0.053], [-0.427, -0.209, -0.009], [-0.470, 0.257, -0.331], [0.047, -0.004, -0.019], [-0.016, -0.016, -0.015], [0.000, 0.019, 0.008], [0.021, -0.009, 0.020], [0.019, 0.013, 0.046], [-0.032, -0.006, -0.009], [-0.002, -0.008, -0.062], [0.009, -0.017, -0.034]]
}